The following is a DFT calculation (ωB97M-V with the def2-TZVPD basis set) of a cluster of 3 separate species, C20H48N6O7P2S in total.

XYZ file:
```
84
Properties=species:S:1:pos:R:3:forces:R:3:lowdin_charge:R:1
O 2.19718 1.47993 3.49085 0.17 -0.53 0.34 -0.312
H 0.97452 1.53525 1.51411 -0.35 -0.02 0.09 0.090
C -2.50717 -5.19052 -2.32359 0.02 0.30 -0.35 -0.137
H 4.05772 -4.43187 2.48976 0.49 -0.04 0.13 0.037
C 0.79443 1.18486 3.58314 -0.61 -0.38 -0.52 -0.207
H -1.54623 -3.57117 1.92325 0.04 -0.08 0.03 0.058
C 1.18755 4.94089 -3.83807 0.29 -0.28 0.04 -0.119
N 1.03232 3.28673 -0.93062 0.11 -0.87 0.08 -0.302
H 2.34306 1.73737 -1.57353 -0.01 -0.12 0.02 0.092
P -1.09888 -3.32503 -0.97223 5.44 0.58 0.07 0.723
N -1.14706 -4.85001 -1.87265 -2.50 0.16 0.63 -0.295
O -2.90799 1.22867 2.98476 0.00 0.18 -0.21 0.131
C 1.01021 -3.40290 0.81142 0.10 0.33 -0.08 -0.111
H -1.08931 5.40280 -4.94568 0.09 0.05 0.07 0.081
C 2.02531 4.30277 -0.66956 -0.29 0.43 0.40 -0.131
H 2.14108 1.88339 0.18187 0.15 0.31 -0.16 0.069
H 1.48184 -2.65345 -3.49393 -0.06 0.05 0.01 0.084
C -0.45904 -6.06067 -1.45109 0.10 -0.13 0.51 -0.138
H -1.57739 6.40270 -0.22112 -0.06 -0.22 0.06 0.088
C -1.25007 5.94060 -1.15711 -0.06 0.19 -0.54 -0.139
C 3.96025 -3.56250 3.09566 -0.56 -0.14 -0.12 0.124
O -1.62132 -2.07192 -0.31329 -2.65 -1.37 -0.76 -0.300
O 4.14098 2.01145 4.84732 0.09 0.03 0.02 -0.365
C -3.05834 -1.49432 3.33402 -0.11 -0.04 -0.42 -0.083
C -1.97011 0.63557 2.53072 -0.65 -0.14 0.18 -0.469
H -2.15825 2.92742 -0.03495 0.02 0.04 -0.01 0.068
H -3.14415 -5.52475 -1.49673 -0.03 -0.11 -0.06 0.077
C -1.87567 -0.87763 2.58501 0.03 -0.01 0.47 -0.161
H -0.31751 6.41888 -1.44085 0.02 -0.12 -0.10 0.067
H -1.04934 3.62568 -4.87596 0.00 0.03 -0.04 0.079
C 2.91359 -1.41966 4.23434 0.22 0.14 0.05 -0.262
H 0.83868 -2.42925 1.29572 0.06 0.00 0.03 0.072
P -0.27095 3.40521 -2.04930 5.29 2.68 -0.31 0.748
H -2.00112 6.16380 -1.92413 0.00 0.07 0.01 0.078
H 1.49737 -4.06214 1.53379 -0.17 0.00 0.09 0.070
C 0.33523 0.91776 2.14201 0.79 0.61 -0.18 -0.163
C 1.62094 1.96133 -0.77694 0.24 -0.05 -0.48 -0.150
H -1.56511 -1.08837 -2.56901 0.02 0.05 0.11 0.073
C 1.23184 -2.88867 -2.45611 0.04 -0.59 -0.33 -0.132
H -1.83605 -1.27468 1.56662 0.21 0.15 0.02 0.078
H -0.49288 -4.98253 2.17984 0.10 0.01 -0.07 0.088
H 2.46704 4.15359 0.32015 -0.01 -0.06 -0.01 0.083
C -2.32408 3.95788 -0.36508 0.23 -0.33 0.31 -0.130
H -3.12966 3.95202 -1.10770 -0.08 0.09 0.06 0.077
H -0.13758 -1.01178 -3.57151 0.18 -0.17 0.03 0.086
H -1.85570 -5.09524 1.07411 -0.02 0.07 0.00 0.079
H -0.96053 -1.18136 3.10067 0.16 0.11 -0.16 0.103
C 3.56045 -2.59937 3.68230 0.00 0.15 -0.21 -0.091
H -0.48916 -6.76853 -2.28416 -0.17 0.12 -0.07 0.088
H -3.38097 -0.89365 4.17986 0.09 0.02 0.05 0.075
C -1.06384 -4.42750 1.43310 -0.37 -0.05 -0.13 -0.122
H 1.59204 4.12800 -4.45549 0.02 0.01 -0.02 0.088
H 1.09696 5.83416 -4.46130 -0.14 -0.06 -0.06 0.082
H 1.91774 5.19089 -3.07111 -0.04 -0.13 0.04 0.053
H -0.04450 -0.51819 -1.87347 -0.02 0.10 -0.07 0.060
H 1.73008 -3.26690 0.00738 -0.10 0.11 -0.03 0.059
H 0.59502 0.29201 4.18284 0.17 0.15 0.27 0.100
O 0.08953 2.17566 -2.86264 -3.17 -0.56 0.81 -0.304
H 2.84162 4.26797 -1.40268 0.02 0.02 0.02 0.078
H -2.80649 -2.49926 3.67262 0.01 0.01 0.04 0.065
H 0.85382 1.19256 -0.78226 0.01 -0.01 -0.11 0.052
H 0.23891 2.01788 4.01532 0.12 0.13 -0.08 0.139
H -2.97795 -4.31540 -2.78159 0.02 0.00 0.04 0.080
H 0.53152 -0.11709 1.85015 -0.26 -0.05 -0.02 0.114
H 1.87965 -2.27722 -1.81535 0.02 0.01 -0.05 0.077
H -0.91632 -6.54559 -0.58006 0.05 -0.06 -0.01 0.077
N -1.07414 4.51754 -0.90974 -2.07 -1.50 -0.58 -0.292
S 3.07895 1.05035 4.80727 0.18 0.23 0.17 0.937
H -2.65655 4.52589 0.50436 0.07 0.03 -0.01 0.082
H 2.08578 -1.15027 3.57297 -0.03 -0.18 -0.02 0.096
C -1.13508 4.54120 -4.27734 -0.32 -0.20 0.18 -0.142
H -3.90165 -1.58669 2.64950 -0.10 0.04 0.11 0.084
H 2.51900 -1.61971 5.23426 0.00 -0.02 -0.01 0.126
H 0.58708 -5.87306 -1.22983 -0.05 0.12 0.08 0.069
H -2.12974 4.54656 -3.81472 0.03 -0.06 0.00 0.074
N -0.10389 4.62914 -3.25609 0.03 0.61 0.25 -0.351
N -0.16727 -2.62099 -2.21031 -0.34 0.70 0.08 -0.308
O -0.99509 1.34719 1.89233 0.17 -0.49 0.43 0.006
N -0.20762 -4.02085 0.33201 0.48 -0.40 -0.22 -0.335
O 3.83589 -0.31260 4.28380 -0.49 0.17 -0.14 -0.307
C -0.48943 -1.24009 -2.56421 -0.12 0.24 0.28 -0.126
H 1.48518 -3.94073 -2.31609 -0.10 -0.02 0.15 0.072
H 1.60012 5.30646 -0.66024 -0.11 -0.02 -0.14 0.071
H -2.47933 -5.97591 -3.07983 0.08 0.00 0.02 0.078
```
Forces are in eV/Å.

As for the spin multiplicity: 1.


The following is a DFT calculation (ωB97M-V with the def2-TZVPD basis set) of a cluster of 5 separate species, C20H50BrN7O7 in total.

XYZ file:
```
85
Properties=species:S:1:pos:R:3:forces:R:3:lowdin_charge:R:1
Br 1.71158 -0.57595 2.82129 -0.07 -0.95 -0.57 0.723
N 3.45731 -2.08761 4.23751 -0.49 2.39 -1.36 -0.061
C -2.25795 3.15989 1.51990 0.31 -0.03 -0.14 -0.102
H -3.44878 -1.27634 -4.94233 0.03 0.07 0.06 0.076
C -4.06097 2.92266 -4.43250 0.21 0.16 0.12 -0.115
H -4.53574 3.14201 -8.98488 -0.09 0.00 -0.13 0.120
C -2.28561 1.42849 3.16697 0.17 -0.18 0.14 -0.204
H -4.08799 -0.84535 -2.70776 0.01 0.10 0.09 0.136
H -5.78707 6.24663 -10.58558 -0.03 -0.04 0.08 0.076
H -1.11985 -0.81009 2.27425 -0.08 -0.13 -0.07 0.004
N -6.23467 5.91638 -7.86335 0.16 -0.17 0.19 0.039
C -4.07795 0.51683 1.56863 -0.24 -0.08 0.06 -0.071
H -5.04996 2.63769 -4.80403 0.06 -0.09 -0.04 0.091
H -5.49516 1.22889 -3.12512 0.02 -0.01 -0.16 0.121
H -4.37616 5.66925 -8.77928 0.00 -0.08 0.11 0.135
C 8.86870 -4.03205 6.18772 -0.19 -0.43 0.04 -0.432
H 3.62520 -1.58021 1.16303 0.46 -1.61 -0.07 0.098
H 8.61303 -2.01563 6.30800 0.02 -0.06 -0.08 0.071
H 7.13430 -5.18351 9.81874 0.09 0.06 0.01 0.087
H -5.80362 5.95927 -6.94222 0.00 0.13 -0.08 0.069
H 8.55592 -6.16008 5.88718 -0.02 0.03 0.00 0.080
H 3.96899 -3.45222 1.47428 0.52 1.13 0.43 0.148
O 4.50329 -4.27099 4.37650 -0.31 2.42 -1.59 -0.014
N -1.86881 -0.50370 1.65775 0.10 0.10 0.20 0.041
H -7.06694 5.34793 -7.71337 0.01 0.11 -0.10 0.070
O -1.50525 2.27227 2.32998 -0.28 0.00 0.21 -0.198
C 3.76988 -3.39962 4.90016 0.04 -4.84 5.30 -0.660
H -3.78502 0.96689 0.61906 0.07 0.03 0.07 0.043
H -3.06058 2.00890 3.68219 -0.10 0.04 -0.12 0.119
H 8.00317 -5.14835 4.55234 -0.04 0.05 0.07 0.077
H 7.33168 -2.86038 6.76674 -0.04 -0.10 -0.15 0.077
C 9.36136 -4.22472 7.63299 0.06 0.31 0.05 -0.207
H -7.59980 1.64102 -8.58601 0.07 0.00 0.06 0.087
N 8.05409 -2.82612 6.04771 -0.06 0.59 0.04 0.037
H 9.88156 -5.18198 7.75582 -0.11 -0.11 -0.08 0.119
O 6.23171 -2.56317 2.63076 1.71 -0.21 -0.12 0.020
H -4.50445 3.78703 -7.35366 -0.11 -0.01 0.02 0.109
H 10.09886 -3.44335 7.84557 -0.10 0.02 0.05 0.119
H -3.15987 3.51426 2.02772 -0.03 -0.10 -0.03 0.092
H -7.74377 3.21992 -9.34785 0.04 -0.06 -0.22 0.074
H 6.63484 -2.52595 3.52645 -0.61 -0.34 -0.24 0.105
C 8.07242 -5.21142 5.64031 0.04 -0.20 -0.12 -0.064
H 8.07813 -6.14700 8.66949 0.01 0.04 -0.09 0.091
H 9.75768 -3.92146 5.55736 0.03 0.08 0.11 0.134
H 4.24274 0.22129 5.10828 0.43 -0.78 -0.09 0.158
H -4.51053 1.23876 -1.67349 0.08 0.06 -0.05 0.105
H -2.51347 2.68384 0.57105 -0.22 0.10 -0.01 0.072
C 4.56041 -1.27354 3.80290 -1.12 -3.72 -0.57 -0.265
N 4.91474 -0.20326 4.45943 0.34 0.02 0.07 0.284
C -7.02885 2.48885 -8.96564 -0.21 0.00 0.27 -0.106
C -3.77364 -0.25696 -4.72435 -0.12 -0.19 -0.08 -0.073
O -6.29452 3.03711 -7.88418 0.29 -0.02 -0.20 -0.196
N 5.06963 -1.83108 2.57788 -1.25 1.93 1.47 -0.118
C -5.91270 5.24023 -10.18137 0.13 0.08 -0.18 -0.074
H -1.91137 1.02509 -3.19978 0.01 -0.13 -0.07 0.069
N -2.24661 0.12307 -2.86438 -0.12 0.17 0.24 0.044
H -6.97870 5.01392 -10.21944 0.05 -0.03 0.08 0.064
O 3.21924 -3.63532 6.04627 0.63 2.56 -3.21 -0.057
H -3.98388 4.01060 -4.45773 -0.02 0.00 0.10 0.086
C 2.71412 -2.30555 2.95960 1.78 -0.47 1.39 -0.531
H 7.05116 -5.23614 6.02153 0.04 0.05 -0.02 0.067
C -5.11335 3.73108 -8.26219 0.11 0.11 0.22 -0.205
O -3.85371 2.50221 -3.09530 -0.28 -0.15 -0.04 -0.192
C -4.45902 1.25862 -2.76686 0.07 -0.09 0.25 -0.201
H 2.09441 -3.24206 3.05888 0.33 1.43 -0.29 0.142
C -3.66526 0.02125 -3.22671 0.13 0.27 -0.26 -0.426
C 3.91035 -2.40909 1.87538 -1.74 1.22 0.09 -0.103
C 7.52528 -5.21217 8.80149 -0.24 0.22 0.11 -0.099
H -5.38957 4.54773 -10.84589 -0.04 0.01 0.02 0.078
H -6.37505 2.13413 -9.76789 0.00 0.10 -0.01 0.092
H -1.62862 4.02120 1.29401 0.04 -0.03 0.08 0.087
H -4.76965 1.19658 2.07294 0.02 0.01 -0.05 0.080
H -1.42010 0.18997 1.06082 -0.08 -0.08 -0.01 0.063
H -3.27697 2.52449 -5.08013 -0.15 -0.05 -0.18 0.073
C -5.34969 5.16806 -8.76383 -0.36 -0.16 -0.08 -0.429
H -3.23143 -0.48655 3.23745 0.11 0.05 0.04 0.136
H 6.67233 -5.17103 8.12208 0.01 -0.22 -0.03 0.080
H -2.17243 0.19979 -1.85165 0.04 -0.19 -0.05 0.061
H -4.62598 -0.39740 1.33103 0.09 0.02 0.01 0.078
H -1.59999 1.07250 3.94273 0.05 0.02 -0.11 0.119
O 8.35442 -4.07360 8.62233 0.28 -0.19 -0.16 -0.192
H -3.14818 0.40941 -5.31941 -0.02 0.03 0.08 0.063
C -2.87932 0.19697 2.45789 0.05 0.24 -0.33 -0.425
H -4.80675 -0.15704 -5.06724 0.04 0.03 -0.01 0.078
H 5.79282 0.29510 4.31504 -0.42 -0.26 -0.36 0.154
```
Forces are in eV/Å.

As for the spin multiplicity: 1.


E values (in eV) by entry order: -74198.72668 -116349.53162.
Orbital gap values (in eV) by entry order: 8.38 6.71.